Density functional theory data (the ωB97M-V functional and the def2-TZVPD basis) for a 3-piece molecular cluster, C28H29FO11S overall at a distorted geometry.

```
70
Properties=species:S:1:pos:R:3:nbo_charge:R:1
C 0.9695 3.4099 2.6618 -0.648
C 0.2667 2.8604 1.3490 0.086
O -0.8030 3.8115 1.0482 -0.726
C -0.4747 1.4763 1.5906 -0.442
C 0.4873 0.1909 1.3743 0.234
C 0.0066 -0.7654 2.5125 -0.421
C 0.8641 -2.0472 2.8517 -0.469
C 1.7461 -2.6768 1.7386 0.044
F 3.0037 -2.0292 1.7551 -0.369
O 1.8458 0.7036 1.4183 -0.679
S 2.6106 0.5385 -0.0494 2.460
O 2.7455 1.7471 -0.8445 -0.867
O 3.9682 0.0244 0.0461 -0.860
O 1.5333 -0.6046 -0.5962 -0.712
C 0.1921 -0.1908 -0.1499 0.544
C -0.7763 -1.4087 -0.4121 -0.689
O -0.0261 0.9455 -0.9983 -0.565
C -0.3894 0.6053 -2.3033 0.813
O -1.5429 0.5265 -2.6258 -0.519
C 0.6384 0.4008 -3.4694 -0.137
C 1.5073 -0.7400 -3.6169 -0.215
C 2.4600 -0.8437 -4.7103 -0.197
C 2.5188 0.2449 -5.6713 -0.212
C 1.6056 1.3762 -5.5388 -0.210
C 0.6507 1.4954 -4.4553 -0.192
H 0.3940 4.2415 3.1357 0.216
H 1.9966 3.7792 2.3811 0.232
H 1.1551 2.5545 3.3665 0.206
H 0.9203 2.8700 0.4494 0.224
H -1.3143 3.9308 1.8686 0.453
H -1.4183 1.3952 0.9827 0.240
H -0.8413 1.5428 2.6563 0.202
H -1.0276 -1.1189 2.2371 0.231
H -0.1366 -0.2352 3.4942 0.235
H 1.5136 -1.8356 3.7392 0.228
H 0.1411 -2.8454 3.1925 0.240
H 1.9648 -3.7379 2.0559 0.162
H 1.2927 -2.7590 0.7259 0.178
H -0.7102 -2.1893 0.3792 0.237
H -1.8233 -1.0019 -0.3917 0.257
H -0.5444 -1.9160 -1.3860 0.250
H 1.4749 -1.5503 -2.8601 0.221
H 3.1134 -1.7430 -4.7491 0.225
H 3.2735 0.1731 -6.4892 0.224
H 1.6455 2.1891 -6.3051 0.226
H -0.0532 2.3665 -4.3513 0.255
C -3.0956 5.0760 -5.8335 -0.221
C -4.4085 5.2084 -5.6572 -0.229
C -5.0575 4.8076 -4.3872 0.472
O -6.2547 4.9264 -4.2268 -0.486
C -4.1897 4.2558 -3.3215 -0.216
C -2.8768 4.1233 -3.4979 -0.232
C -2.2287 4.5242 -4.7676 0.481
O -1.0301 4.4052 -4.9282 -0.502
H -2.6040 5.3627 -6.7547 0.231
H -5.0574 5.6104 -6.4251 0.233
H -4.6806 3.9689 -2.4004 0.233
H -2.2278 3.7210 -2.7295 0.241
C -0.0864 -5.9074 6.9090 -0.223
C -0.7880 -5.4500 5.8738 -0.227
C -0.1647 -5.2693 4.5433 0.483
O -0.8062 -4.8493 3.5988 -0.512
C 1.2676 -5.6180 4.4069 -0.244
C 1.9701 -6.0754 5.4415 -0.205
C 1.3468 -6.2563 6.7732 0.469
O 1.9850 -6.6747 7.7156 -0.473
H -0.5252 -6.0451 7.8890 0.236
H -1.8362 -5.1909 5.9550 0.233
H 1.7063 -5.4805 3.4270 0.230
H 3.0182 -6.3344 5.3595 0.237
```

* largest force on an atom: 4.436 eV/Å
* SMILES string: C[C@H](O)C[C@]1(CCCF)OS(=O)(=O)O[C@]1(C)OC(=O)c1ccccc1.O=C1C=CC(=O)C=C1.O=C1C=CC(=O)C=C1
* orbital gap: 0.2649 Eh

Density functional theory data (the ωB97M-V functional and the def2-TZVPD basis) for C28H29MoN4O6S as an isolated structure at a distorted geometry.

```
69
Properties=species:S:1:pos:R:3:nbo_charge:R:1
Mo 0.0409 -0.1677 -0.0766 1.774
C -1.7478 2.0619 -4.7224 -0.258
O -1.3471 1.9654 -3.3531 -0.495
C -2.1585 2.3324 -2.3489 0.294
C -3.3557 3.0439 -2.4172 -0.220
C -4.0629 3.3606 -1.2616 -0.148
C -3.6322 2.9605 -0.0143 -0.151
C -2.4552 2.1997 0.1079 -0.177
C -1.9190 1.8438 1.3811 0.201
N -0.8802 1.0613 1.5110 -0.292
N -0.1774 0.9976 2.6379 -0.287
C 1.0430 0.5934 2.4169 0.557
O 1.3264 0.3371 1.1401 -0.618
C 2.0740 0.4567 3.4185 -0.123
C 3.2319 -0.2642 3.0726 -0.199
C 4.2682 -0.3978 3.9714 -0.201
C 4.1750 0.1933 5.2281 -0.128
C 3.0233 0.8824 5.5902 -0.196
C 1.9741 1.0164 4.7013 -0.143
C -1.7048 1.9167 -1.0722 0.287
O -0.5822 1.2095 -0.9575 -0.486
H -1.5401 1.0918 -5.1790 0.211
H -1.1463 2.8280 -5.2164 0.216
H -2.8070 2.2809 -4.8424 0.198
H -3.7480 3.3771 -3.3637 0.258
H -4.9654 3.9425 -1.3501 0.261
H -4.2001 3.2136 0.8676 0.250
H -2.3304 2.3100 2.2764 0.259
H 3.2750 -0.7474 2.1032 0.205
H 5.1477 -0.9641 3.7066 0.240
H 4.9941 0.1091 5.9262 0.249
H 2.9520 1.3243 6.5712 0.250
H 1.0920 1.5689 4.9793 0.240
C -3.3410 -6.0416 -3.8097 -0.278
O -2.7469 -4.7671 -3.6015 -0.402
C -2.4399 -4.3118 -2.4259 0.469
C -2.6575 -4.9826 -1.1892 -0.289
C -2.2189 -4.4495 -0.0153 -0.052
C -1.5470 -3.1953 0.0409 -0.244
C -0.9772 -2.6457 1.2023 0.595
C -1.2409 -3.1065 2.5861 -0.702
O -0.1749 -1.6191 1.0791 -0.612
C -1.4387 -2.4624 -1.2086 0.362
O -0.9929 -1.2144 -1.1557 -0.546
C -1.8474 -3.0259 -2.3943 -0.257
H -3.3903 -6.1692 -4.8906 0.244
H -4.3520 -6.0780 -3.3971 0.212
H -2.7318 -6.8370 -3.3756 0.209
H -3.1621 -5.9358 -1.1861 0.266
H -2.3528 -5.0139 0.8920 0.249
H -1.7998 -4.0333 2.6342 0.258
H -1.8171 -2.3274 3.0986 0.280
H -0.3109 -3.2046 3.1495 0.278
H -1.7273 -2.4936 -3.3270 0.259
S 1.9867 -0.4054 -1.5521 0.098
C 2.7554 1.1209 -1.0809 0.394
N 3.7974 1.0855 -0.2852 -0.516
C 4.4164 2.2807 0.2703 -0.235
C 3.4144 3.4256 0.2211 -0.428
C 2.8464 3.5353 -1.1892 -0.234
N 2.2593 2.2493 -1.5496 -0.544
H 4.1581 0.1833 0.0026 0.445
H 5.3186 2.5245 -0.2979 0.238
H 4.7105 2.0669 1.2986 0.248
H 3.9042 4.3565 0.4975 0.272
H 2.6048 3.2402 0.9329 0.213
H 3.6351 3.7893 -1.9038 0.234
H 2.0725 4.3007 -1.2469 0.243
H 1.5281 2.2256 -2.2541 0.446
```

* largest force on an atom: 2.331 eV/Å
* orbital gap: 0.1955 Eh
* ΔE to the lowest compared entry with this formula, charge and spin: 1.169 eV
* total charge: +3

Density functional theory data (the ωB97M-V functional and the def2-TZVPD basis) for C28H29MoN4O6S as an isolated structure at a distorted geometry.

```
69
Properties=species:S:1:pos:R:3:nbo_charge:R:1
Mo -0.0008 0.1467 -0.0452 1.751
C -1.9988 -3.7155 -3.5658 -0.268
O -1.6661 -2.5025 -2.8933 -0.455
C -2.6310 -1.6472 -2.5908 0.342
C -3.9554 -1.6815 -3.0644 -0.216
C -4.8956 -0.7840 -2.5897 -0.131
C -4.5927 0.1220 -1.5801 -0.132
C -3.2887 0.1946 -1.0689 -0.153
C -2.9481 1.0138 0.0446 0.228
N -1.7625 1.0553 0.6062 -0.298
N -1.6190 1.8089 1.7024 -0.336
C -0.4347 1.7045 2.2338 0.564
O 0.4293 0.8993 1.6270 -0.622
C -0.0913 2.3705 3.4665 -0.115
C 1.0207 1.9226 4.1995 -0.178
C 1.2885 2.4590 5.4398 -0.214
C 0.4863 3.4788 5.9448 -0.123
C -0.5831 3.9659 5.2007 -0.199
C -0.8797 3.4178 3.9697 -0.144
C -2.2891 -0.6350 -1.6614 0.253
O -1.0600 -0.4590 -1.2351 -0.425
H -1.1376 -4.3671 -3.4396 0.229
H -2.8754 -4.1794 -3.1109 0.200
H -2.1641 -3.5385 -4.6275 0.212
H -4.2384 -2.4032 -3.8167 0.268
H -5.8960 -0.8124 -2.9940 0.266
H -5.3614 0.7699 -1.1872 0.255
H -3.7309 1.6054 0.5143 0.258
H 1.6392 1.1387 3.7803 0.204
H 2.1204 2.0895 6.0195 0.237
H 0.7005 3.8955 6.9166 0.247
H -1.1827 4.7717 5.5932 0.249
H -1.7059 3.7810 3.3803 0.238
C 1.1993 6.8786 -0.1889 -0.275
O 2.3811 6.1092 -0.0117 -0.405
C 2.4181 4.8158 -0.1212 0.476
C 3.6990 4.2184 0.0901 -0.231
C 3.8631 2.8731 0.0343 -0.095
C 2.7598 1.9949 -0.1700 -0.276
C 2.9182 0.5960 -0.2091 0.598
C 4.2616 -0.0367 -0.3136 -0.718
O 1.8801 -0.1791 -0.1677 -0.622
C 1.4758 2.6034 -0.4395 0.481
O 0.4618 1.8193 -0.7476 -0.589
C 1.3267 3.9798 -0.4292 -0.380
H 1.5070 7.9136 -0.0368 0.246
H 0.4369 6.6181 0.5513 0.198
H 0.7942 6.7638 -1.1983 0.206
H 4.5285 4.8801 0.2933 0.271
H 4.8430 2.4561 0.1949 0.246
H 4.8720 0.4878 -1.0479 0.280
H 4.1642 -1.0793 -0.6125 0.263
H 4.7877 0.0086 0.6426 0.272
H 0.3514 4.3834 -0.6616 0.258
S -0.4846 -1.9485 1.0481 0.043
C 0.4687 -2.0886 2.5164 0.392
N -0.1408 -2.4268 3.6288 -0.519
C 0.5889 -2.7226 4.8541 -0.233
C 1.9822 -3.2124 4.4842 -0.432
C 2.6527 -2.1857 3.5807 -0.229
N 1.7743 -1.8989 2.4502 -0.543
H -1.1401 -2.5913 3.6074 0.446
H 0.0403 -3.4864 5.4032 0.256
H 0.6327 -1.8212 5.4725 0.225
H 1.8984 -4.1640 3.9569 0.234
H 2.5784 -3.3633 5.3817 0.270
H 3.5999 -2.5641 3.1971 0.246
H 2.8449 -1.2592 4.1294 0.215
H 2.1873 -1.6989 1.5450 0.433
```

* largest force on an atom: 3.201 eV/Å
* orbital gap: 0.1854 Eh
* ΔE to the lowest compared entry with this formula, charge and spin: 0.809 eV
* total charge: +3